117
Properties=species:S:1:pos:R:3:lowdin_charge:R:1 method="wB97M-V/def2-TZVPD" total_charge=+3 de_lowest_kj_mol=0.0 gap_ev="8.24 / 8.90" multiplicity=6
H 7.0999 7.3471 8.5972 0.0962
H 12.6511 18.1059 14.3711 0.0942
C 14.3271 16.4990 16.3009 -0.0740
H 8.5139 9.5856 13.2056 0.1090
N 10.5262 12.2177 13.4702 -0.0174
H 7.8822 21.1580 11.1287 0.1350
H 6.6898 16.5516 9.8874 0.1336
H 10.1131 7.6411 15.6685 0.0989
H 12.0694 11.1484 10.1506 0.1293
C 10.3499 18.6075 17.6261 -0.0566
C 14.9591 12.1985 8.7364 0.0412
H 6.7863 10.3077 16.2677 0.0873
C 13.8870 11.3767 9.0549 -0.1776
H 8.1124 8.1137 6.6822 0.0961
H 11.5437 12.7321 15.2306 0.0783
C 10.7673 16.0692 16.5356 -0.0833
H 6.6466 9.2035 14.9180 0.0944
N 12.9662 13.0255 10.4691 -0.0461
H 11.0601 16.7804 8.1341 0.1448
H 10.1811 20.3997 10.4533 0.1092
C 10.3604 18.8891 11.9071 -0.0950
N 9.4177 15.5550 10.5689 -0.0070
H 6.6098 8.8551 9.2861 0.0983
H 16.0421 14.6459 13.4344 0.1249
C 9.7138 11.2744 12.9250 -0.1942
H 9.2537 11.2597 7.6598 0.1192
C 9.7258 12.3358 9.4546 -0.1293
H 12.5279 17.7488 12.6432 0.0503
N 10.5354 15.5894 9.8725 -0.0546
H 9.2510 9.4721 6.6721 0.0824
C 8.4652 18.6517 13.3199 -0.0857
H 11.3475 18.6398 11.6538 0.0757
C 16.2012 17.9132 11.3304 -0.0568
N 9.7939 12.3542 10.8049 -0.0421
C 9.6873 19.8949 11.2400 -0.0479
C 9.0872 10.3159 13.7311 0.0712
H 10.8422 15.0715 16.0712 0.1085
H 14.9567 16.9970 18.2703 0.1296
H 8.5640 8.4925 17.9875 0.0882
C 17.1825 15.8536 12.0855 -0.0515
H 6.8684 19.9707 13.0118 0.1158
H 8.5092 7.0666 16.1598 0.1093
C 9.0016 9.3067 17.4521 -0.0569
H 8.7457 7.5764 14.4805 0.0778
C 13.7635 14.2041 15.8885 -0.0859
N 7.4142 16.7484 10.5817 0.1669
H 14.3768 17.4848 15.8983 0.1112
C 14.0204 13.9089 17.2111 -0.0474
C 15.0981 17.6869 12.1179 -0.0754
H 16.2925 18.8627 10.8192 0.1224
C 8.6018 9.1676 15.9861 -0.5640
P 10.6588 17.0194 13.9469 0.8263
C 9.1726 10.0436 10.8107 0.0716
N 8.6457 16.4729 10.0836 -0.2619
H 6.5939 8.6348 16.6527 0.1180
N 13.6108 9.0384 8.0285 0.2147
C 10.5277 17.1789 15.7159 -0.2905
H 10.6080 11.1107 16.6352 0.1144
H 7.9521 18.1467 14.1654 0.1427
C 13.9202 15.5132 15.4594 -0.3141
C 10.3377 18.4755 16.2537 -0.0564
C 10.6287 17.5297 18.4305 -0.0376
H 14.0403 14.8053 10.6971 0.1042
C 10.7616 16.2465 17.8914 -0.0540
H 14.6181 14.6654 19.1264 0.1229
C 14.5660 16.2011 17.6311 -0.0332
N 9.1654 17.0817 9.0657 0.1749
C 9.3566 11.2224 8.7444 0.0374
H 10.0726 9.2688 17.6172 0.0855
H 7.4667 17.7304 10.8993 0.1008
H 9.5378 6.8507 8.2633 0.0922
C 8.6900 8.7530 8.6778 -0.5372
C 9.0442 7.7782 15.4970 -0.0194
H 10.0714 19.3277 15.6084 0.1216
O 10.2798 15.5864 13.4625 -0.5152
H 15.7469 14.1550 8.9443 0.1185
H 17.9929 15.1559 12.1075 0.1150
C 13.7521 10.0825 8.4725 -0.1563
H 10.8368 15.3660 18.5624 0.1331
C 10.3409 16.5093 8.9246 -0.1473
C 8.4051 9.0261 7.1873 -0.0469
P 13.5425 15.9281 13.7612 0.8305
C 9.3041 10.2083 15.1112 -0.0924
C 9.0781 10.0159 9.4302 -0.1159
C 7.0938 9.3267 15.9208 -0.0398
H 15.7240 11.8800 8.0583 0.1390
H 8.9225 9.1114 11.3031 0.1215
Sm 11.1455 14.1250 11.9681 1.7513
H 10.6575 17.6601 19.4927 0.1181
C 12.3713 17.3395 13.6671 -0.2958
C 7.4200 8.1260 9.2766 -0.0313
C 7.8244 19.6882 12.6503 -0.0648
H 9.8967 13.2807 8.9953 0.0843
C 14.9899 13.4750 9.2719 0.0022
O 12.9808 14.6761 13.0778 -0.5141
H 8.6366 10.2289 17.9124 0.1009
H 10.0729 7.4077 9.8627 0.0965
C 14.4178 14.9028 18.0938 -0.0332
C 8.4400 20.3700 11.6340 -0.0277
H 7.5656 7.7471 10.2694 0.0747
C 13.9999 13.8216 10.1881 -0.1204
C 12.9126 11.8250 9.9316 -0.0782
C 9.5098 11.2371 11.4696 -0.2125
H 7.5477 9.7167 7.0998 0.1041
H 18.1777 17.2578 10.8054 0.1294
C 15.0240 16.5269 12.9160 -0.2706
H 13.5741 13.4036 15.2035 0.0928
C 10.8363 12.0547 14.8025 -0.0727
C 9.7324 18.2914 12.9668 -0.2891
C 10.2679 11.0943 15.6147 0.0300
H 10.7696 8.0802 8.3288 0.0770
H 13.9337 12.9081 17.6093 0.1188
C 9.8553 7.7242 8.8225 -0.0165
H 14.3367 18.4516 12.1886 0.0982
C 17.2381 16.9903 11.2903 -0.0341
H 10.2009 19.5688 18.1232 0.1300
C 16.0777 15.5870 12.8806 -0.0641